The following is a quantum chemistry calculation of an isolated molecule of C15H22ClNO2, from the Open Molecules 2025 dataset.

Its charge is 0. Its total energy is -34019.05326 eV. Its SMILES is Clc1ccc(OCCCCCN2CCOCC2)cc1. As for the maximum force: 0.6 eV/Å. The lowest unoccupied orbital energy comes out at 0.87 eV. Its spin multiplicity is 1. Its HOMO-LUMO gap is 9.3 eV.

Each line ends with the Mulliken charge.
Atoms and positions in Å:
Cl: 3.250 1.498 -2.152  -0.2328
C: 2.459 0.225 -1.286  0.1836
C: 2.781 -0.009 0.038  -0.8080
C: 2.140 -1.015 0.741  -0.4457
C: 1.165 -1.792 0.121  0.3857
C: 0.863 -1.550 -1.222  -0.0400
C: 1.503 -0.552 -1.925  -0.4597
H: 1.259 -0.367 -2.959  0.3607
H: 0.116 -2.168 -1.696  0.4494
O: 0.477 -2.809 0.701  -0.4908
C: 0.456 -2.944 2.108  -0.8067
C: -0.241 -1.780 2.821  -0.7218
C: -1.575 -1.443 2.161  -0.0090
C: -2.231 -0.198 2.757  -0.8729
C: -3.145 0.466 1.723  -1.1368
N: -2.387 0.823 0.537  0.7073
C: -1.658 2.070 0.672  -0.8735
C: -0.743 2.243 -0.540  -0.0564
O: -1.476 2.239 -1.742  -0.4502
C: -2.213 1.046 -1.864  -0.2789
C: -3.168 0.857 -0.684  -0.8386
H: -3.699 -0.090 -0.796  0.4543
H: -3.905 1.681 -0.678  0.2966
H: -2.765 1.121 -2.802  0.3967
H: -1.525 0.188 -1.905  -0.0311
H: -0.222 3.201 -0.501  0.4390
H: -0.007 1.425 -0.549  -0.1837
H: -1.050 2.042 1.577  0.3932
H: -2.347 2.933 0.736  0.2906
H: -3.648 1.340 2.168  0.3705
H: -3.916 -0.250 1.428  0.4160
H: -2.813 -0.449 3.645  0.4662
H: -1.459 0.510 3.060  0.3721
H: -2.251 -2.297 2.235  0.2388
H: -1.398 -1.243 1.103  0.1016
H: -0.384 -2.057 3.867  0.4600
H: 0.395 -0.894 2.790  0.3334
H: 1.471 -3.086 2.502  0.3561
H: -0.106 -3.868 2.269  0.4307
H: 2.420 -1.189 1.768  0.4018
H: 3.533 0.593 0.525  0.4321

---

The following is a quantum chemistry calculation of a cluster of 4 separate species, C50H57F8N4O2PS in total in a non-equilibrium geometry, from the Open Molecules 2025 dataset.

Its charge is 0. Its total energy is -104690.15154 eV. Its SMILES is C#CCCCc1cc2nc(CCSc3nnco3)c(OC[C@H](C)C(C)C)nc2c(P(CC)CC)c1CCCC(F)(F)C(F)(F)F.Fc1ccccc1.Fc1ccccc1.Fc1ccccc1. As for the maximum force: 2.7 eV/Å. The lowest unoccupied orbital energy comes out at -0.39 eV. Its spin multiplicity is 1. Its HOMO-LUMO gap is 7.4 eV.

Each line ends with the Mulliken charge.
Atoms and positions in Å:
C: 6.830 -3.553 0.282  -0.0467
C: 5.671 -3.905 0.243  -0.6911
C: 4.171 -4.244 0.393  -0.2758
C: 3.443 -2.879 0.576  -0.9667
C: 2.012 -2.989 1.184  -0.4731
C: 1.238 -1.660 0.935  0.4238
C: 1.910 -0.456 0.935  -0.2322
C: 1.281 0.822 0.686  -0.0309
N: 2.092 1.923 0.744  -0.5604
C: 1.388 3.011 0.503  0.8089
C: 2.176 4.352 0.589  -0.7730
C: 3.010 4.562 -0.741  -0.5563
S: 4.808 4.593 -0.449  -0.2158
C: 5.302 2.922 -0.822  0.5064
N: 6.469 2.393 -0.579  -0.5142
N: 6.351 1.108 -1.068  -0.3232
C: 5.169 0.916 -1.523  -0.0716
O: 4.426 2.076 -1.400  -0.1216
C: -0.031 3.063 0.169  -0.0368
O: -0.674 4.257 -0.066  -0.6236
C: -0.282 4.901 -1.299  -1.0918
C: -0.105 4.002 -2.539  0.9834
C: 0.336 4.988 -3.698  -1.8599
C: -1.426 3.289 -3.018  1.2261
C: -2.185 4.030 -4.162  -1.7234
C: -1.062 1.874 -3.585  -1.3170
N: -0.784 1.978 0.119  0.2949
C: -0.114 0.815 0.410  -0.6822
C: -0.856 -0.451 0.440  1.2364
P: -2.695 -0.520 0.168  0.2864
C: -3.432 0.653 1.409  -0.7498
C: -4.769 0.083 2.036  -1.0342
C: -3.180 -0.093 -1.591  -0.2493
C: -3.892 1.300 -1.632  -1.3172
C: -0.207 -1.684 0.704  -1.3397
C: -0.996 -3.023 0.715  -1.3341
C: -1.388 -3.416 -0.777  -0.7288
C: -2.927 -3.614 -1.001  -0.8843
C: -3.346 -5.043 -1.385  0.5917
F: -4.727 -5.034 -1.480  -0.3259
F: -2.866 -5.351 -2.622  -0.2959
C: -2.978 -6.104 -0.292  0.6729
F: -3.168 -5.597 0.931  -0.1970
F: -3.768 -7.188 -0.461  -0.2755
F: -1.702 -6.500 -0.486  -0.2475
H: 7.773 -3.034 0.150  0.4144
H: 3.874 -4.707 -0.568  0.2532
H: 4.100 -4.927 1.258  0.3824
H: 4.066 -2.248 1.238  0.3377
H: 3.368 -2.368 -0.402  0.3657
H: 1.489 -3.796 0.628  0.2269
H: 2.011 -3.230 2.269  0.3133
H: 2.994 -0.471 1.117  0.3781
H: 1.455 5.163 0.783  0.2252
H: 2.885 4.198 1.429  0.6655
H: 2.701 3.810 -1.496  0.1178
H: 2.677 5.534 -1.164  0.4572
H: 4.715 0.031 -1.975  0.5052
H: -1.102 5.616 -1.539  0.4861
H: 0.608 5.546 -1.123  0.2506
H: 0.743 3.284 -2.469  0.1152
H: -0.276 5.906 -3.731  0.3682
H: 0.444 4.478 -4.669  0.3512
H: 1.366 5.322 -3.419  0.4665
H: -2.117 3.241 -2.158  -0.2700
H: -2.364 5.105 -3.966  0.3649
H: -1.687 3.933 -5.151  0.3664
H: -3.192 3.574 -4.306  0.3782
H: -2.001 1.400 -3.951  0.5006
H: -0.366 1.948 -4.443  0.3921
H: -0.678 1.262 -2.747  0.0455
H: -2.711 0.712 2.255  0.4041
H: -3.571 1.695 1.066  0.6123
H: -5.545 0.876 2.047  0.3551
H: -5.087 -0.834 1.521  0.3286
H: -4.605 -0.181 3.098  -0.0074
H: -3.916 -0.862 -1.903  0.3567
H: -2.272 -0.164 -2.215  0.4677
H: -3.271 2.013 -1.063  0.0588
H: -4.839 1.190 -1.056  0.4553
H: -4.118 1.622 -2.664  0.4316
H: -0.383 -3.832 1.159  0.5995
H: -1.931 -2.889 1.294  0.6050
H: -1.060 -2.560 -1.403  0.6486
H: -0.819 -4.297 -1.129  0.5363
H: -3.494 -3.219 -0.135  0.5535
H: -3.219 -2.964 -1.852  0.2272
F: 3.558 -3.741 -3.708  -0.3022
C: 4.152 -4.867 -4.147  0.2794
C: 5.497 -4.840 -4.465  -0.3879
C: 6.114 -6.001 -4.911  -0.3733
C: 5.379 -7.171 -5.043  -0.4706
C: 4.028 -7.184 -4.724  -0.3420
C: 3.410 -6.027 -4.269  -0.3786
H: 6.053 -3.917 -4.362  0.4233
H: 7.168 -5.992 -5.155  0.3645
H: 5.861 -8.075 -5.395  0.3621
H: 3.453 -8.095 -4.831  0.3659
H: 2.359 -6.021 -4.008  0.4610
F: 1.623 7.475 1.822  -0.3053
C: 1.163 7.454 3.089  0.4408
C: 1.630 6.489 3.960  -0.1688
C: 1.159 6.471 5.266  -0.4938
C: 0.222 7.410 5.679  -0.4592
C: -0.241 8.371 4.790  -0.3659
C: 0.236 8.398 3.486  -0.5711
H: 2.354 5.761 3.617  0.4106
H: 1.523 5.725 5.961  0.3716
H: -0.147 7.392 6.697  0.3714
H: -0.974 9.100 5.111  0.3631
H: -0.107 9.144 2.781  0.4104
F: -5.258 -2.453 2.973  -0.1760
C: -5.240 -2.838 4.263  0.4675
C: -5.360 -1.887 5.260  -0.2892
C: -5.345 -2.292 6.588  -0.5187
C: -5.199 -3.636 6.903  -0.5119
C: -5.075 -4.579 5.891  -0.4287
C: -5.100 -4.180 4.562  -0.5368
H: -5.465 -0.843 4.996  0.4994
H: -5.446 -1.557 7.377  0.3537
H: -5.184 -3.949 7.940  0.3675
H: -4.958 -5.627 6.137  0.3655
H: -5.013 -4.902 3.760  0.4466

---

The following is a quantum chemistry calculation of a structure of composition C5H8O2S in a non-equilibrium geometry, from the Open Molecules 2025 dataset.

Its charge is 0. Its total energy is -20238.81708 eV. As for the maximum force: 4.3 eV/Å. The lowest unoccupied orbital energy (spin up / spin down) comes out at -0.84 / 0.00 eV. Its spin multiplicity is 1. Its HOMO-LUMO gap (spin up / spin down) is 8.2 / 8.5 eV.

Each line ends with the Mulliken charge.
Atoms and positions in Å:
C: 0.140 -0.659 1.105  -0.6190
C: 1.300 -0.177 1.556  -0.4511
C: 0.160 -0.414 -0.299  0.5546
C: -1.711 1.850 0.293  -0.8653
C: -0.440 -1.289 -1.291  -1.1502
O: 2.074 1.584 -0.456  -0.5949
O: 2.765 -0.761 -0.660  -0.5707
S: 1.852 0.209 -0.156  0.8827
H: -0.721 -0.995 1.673  0.4831
H: 1.906 -0.292 2.416  0.4759
H: -2.004 1.630 -0.814  0.2088
H: -1.542 2.831 0.597  0.3512
H: -1.976 1.100 0.952  0.3456
H: -0.080 -1.109 -2.388  0.2888
H: -1.537 -1.146 -1.417  0.3375
H: -0.185 -2.361 -1.112  0.3229

---

The following is a quantum chemistry calculation of a cluster of 2 separate species, C5H14 in total in a non-equilibrium geometry, from the Open Molecules 2025 dataset.

Its charge is 0. Its total energy is -5411.50116 eV. Its SMILES is CCC.CC. As for the maximum force: 2.9 eV/Å. The lowest unoccupied orbital energy comes out at 1.10 eV. Its spin multiplicity is 1. Its HOMO-LUMO gap is 12.5 eV.

Each line ends with the Mulliken charge.
Atoms and positions in Å:
C: 2.786 -0.559 0.828  -0.7897
C: 2.346 0.845 1.285  -0.8765
H: 3.857 -0.695 0.754  0.3251
H: 2.435 -1.290 1.569  0.2441
H: 2.224 -0.831 -0.016  0.2540
H: 1.720 1.260 0.512  0.2134
H: 1.944 1.142 2.249  0.3249
H: 3.213 1.514 1.186  0.3076
C: -1.876 -0.586 -1.049  -0.1486
C: -1.967 0.811 -1.651  -1.1243
C: -1.514 -0.564 0.442  -0.8444
H: -2.829 -1.104 -1.122  0.2722
H: -1.105 -1.127 -1.594  0.2319
H: -2.687 1.457 -1.159  0.3376
H: -1.998 0.192 1.045  0.3299
H: -1.756 -1.544 0.861  0.3160
H: -2.206 0.722 -2.717  0.3121
H: -1.006 1.318 -1.681  0.2804
H: -0.439 -0.442 0.603  0.0342

---

The following is a quantum chemistry calculation of a structure of composition C21H25BrHgN5O3S in a non-equilibrium geometry, from the Open Molecules 2025 dataset.

Its charge is 0. Its total energy is -120827.55508 eV. As for the maximum force: 1.5 eV/Å. The lowest unoccupied orbital energy (spin up / spin down) comes out at 0.24 / 0.10 eV. Its spin multiplicity is 2. Its HOMO-LUMO gap (spin up / spin down) is 5.7 / 8.2 eV.

Each line ends with the Mulliken charge.
Atoms and positions in Å:
Hg: 12.105 8.649 7.245  1.6774
C: 13.803 12.934 7.833  -1.6004
C: 13.540 11.487 7.524  0.3419
N: 12.330 10.980 7.351  -0.0255
N: 11.196 11.667 7.551  -0.2377
C: 10.014 11.108 7.258  0.2379
N: 8.873 11.736 7.644  -0.4216
S: 9.910 9.636 6.426  -0.3496
C: 14.614 10.577 7.313  0.4878
C: 15.966 10.927 7.550  -0.5966
C: 16.969 10.033 7.280  -0.5668
C: 16.629 8.784 6.742  -0.6792
C: 15.294 8.485 6.572  -0.2931
N: 14.299 9.316 6.871  -0.3252
H: 12.902 13.543 7.700  0.4564
H: 14.564 13.322 7.149  0.3799
H: 14.164 13.069 8.859  0.2849
H: 11.213 12.585 8.014  0.2541
H: 8.888 12.705 7.946  0.1796
H: 8.027 11.409 7.195  0.2499
H: 16.203 11.903 7.961  0.3393
H: 18.005 10.294 7.466  0.4071
H: 17.387 8.058 6.473  0.4353
H: 14.995 7.514 6.183  0.4413
Br: 9.580 7.235 9.585  -0.0480
C: 8.826 6.949 7.853  0.3328
C: 7.556 7.443 7.605  -0.6880
C: 6.985 7.250 6.360  -0.4359
C: 7.678 6.549 5.384  -0.6610
C: 8.943 6.056 5.651  -0.3377
C: 9.549 6.267 6.887  0.6650
C: 10.952 5.715 7.120  -0.0903
O: 11.096 4.513 7.227  -0.6461
O: 11.913 6.572 7.150  -0.6971
H: 7.032 7.991 8.382  0.4209
H: 5.998 7.651 6.151  0.3778
H: 7.217 6.376 4.418  0.3825
H: 9.490 5.498 4.897  0.4391
O: 12.452 8.773 9.687  -0.4332
C: 12.703 7.914 10.527  0.0668
C: 12.705 8.226 11.996  -0.9688
C: 14.136 8.774 12.199  -0.5097
C: 15.278 7.923 11.613  -1.0248
C: 15.359 7.856 10.075  0.2207
C: 14.482 6.742 9.475  -0.8194
N: 13.236 6.701 10.226  0.0886
H: 12.527 7.337 12.611  0.3753
H: 11.970 8.994 12.248  0.2943
H: 14.318 8.889 13.271  0.4555
H: 14.185 9.775 11.751  0.2346
H: 15.245 6.907 12.027  0.3330
H: 16.214 8.377 11.964  0.4005
H: 16.400 7.695 9.772  0.6284
H: 15.036 8.820 9.661  -0.2184
H: 14.963 5.766 9.567  0.5038
H: 14.270 6.917 8.415  -0.1265
H: 13.261 6.052 11.006  0.4087